<P>
C7H15NO | the ωB97M-V functional and the def2-TZVPD basis

Last column: Mulliken charge in e.
CARTESIAN COORDINATES (ANGSTROEM)
1 C -1.56 -0.02 -1.09  -1.055
2 C -0.26 -0.23 -1.18  -0.277
3 C 0.84 0.74 -0.85  0.534
4 N 1.57 1.00 -2.08  -0.727
5 C 0.35 2.04 -0.18  -0.802
6 O 1.42 2.94 0.02  -0.546
7 H -1.98 0.91 -0.72  0.303
8 H -2.27 -0.76 -1.39  0.323
9 H 0.11 -1.16 -1.58  0.446
10 H 1.55 0.25 -0.17  0.279
11 H 0.93 1.33 -2.80  0.272
12 H 2.24 1.75 -1.92  0.275
13 H -0.34 2.57 -0.83  0.353
14 H -0.15 1.81 0.77  0.250
15 H 2.07 2.52 0.60  0.346
16 C 0.61 -2.34 0.94  -0.864
17 C -0.07 -1.45 1.64  0.196
18 C -1.55 -1.45 1.80  -1.046
19 H 1.68 -2.32 0.86  0.300
20 H 0.11 -3.14 0.42  0.278
21 H 0.46 -0.66 2.17  0.304
22 H -1.81 -1.54 2.86  0.365
23 H -2.00 -2.27 1.25  0.294
24 H -1.96 -0.51 1.44  0.198

**LUMO energy**: 0.788 eV
**Orbital gap**: 10.09 eV
**Highest occupied orbital energy**: -9.30 eV
**Total charge**: 0
**Molecular weight**: 129.20 g mol⁻¹

---

<Q>
C7H15NO | the ωB97M-V functional and the def2-TZVPD basis

Last column: Mulliken charge in e.
CARTESIAN COORDINATES (ANGSTROEM)
1 C -0.26 1.78 -0.39  0.007
2 C -1.68 1.60 -0.81  -1.229
3 C 0.15 1.67 0.98  -0.743
4 C 0.78 0.12 -1.55  -0.150
5 O 0.24 0.07 -2.66  -0.647
6 H 0.32 2.44 -1.02  0.440
7 H 1.77 0.58 -1.38  0.380
8 H -2.23 0.95 -0.13  0.269
9 H -1.73 1.17 -1.82  0.296
10 H -2.21 2.56 -0.84  0.398
11 H 0.91 2.38 1.31  0.307
12 H 0.72 0.57 1.14  0.080
13 H -0.66 1.62 1.71  0.277
14 C -0.70 -1.63 -0.67  -1.076
15 C 0.95 -1.85 1.70  -1.355
16 C 1.23 -0.86 0.61  -0.077
17 N 0.53 -0.86 -0.54  0.254
18 H 2.26 -0.53 0.51  0.453
19 H -0.50 -2.69 -0.49  0.367
20 H -1.46 -1.28 0.04  0.328
21 H -1.07 -1.49 -1.68  0.343
22 H 1.17 -2.88 1.39  0.348
23 H 1.57 -1.63 2.57  0.394
24 H -0.10 -1.83 2.02  0.334

**LUMO energy (spin up / spin down)**: 0.633 / 0.632 eV
**Orbital gap (spin up / spin down)**: 7.64 / 7.63 eV
**Highest occupied orbital energy (spin up / spin down)**: -7.00 / -7.00 eV
**Total charge**: 0
**Molecular weight**: 129.20 g mol⁻¹

---

Quick ranking, most stable first: <P>, <Q>.